{"formula": "C3H6N2O2S", "method": "the ωB97M-V functional and the def2-TZVPD basis", "lumo_ev": 5.78, "charge": -2, "total_energy_ev": -21114.5335, "largest_force_ev_per_a": 5.47, "de_lowest_kj_mol": 38.4, "homo_lumo_gap_ev": 4.9, "species": ["C", "C", "C", "N", "N", "O", "O", "S", "H", "H", "H", "H", "H", "H"], "xyz": [[2.494, 0.660, -0.117], [-0.253, -1.135, 0.570], [-0.431, 0.266, 0.064], [-2.514, -0.453, -0.654], [-1.686, 0.617, -0.349], [-2.012, 1.770, -0.617], [2.286, 1.201, 0.984], [3.828, -0.258, -0.616], [-0.391, -1.130, 1.692], [-0.779, -1.790, -0.048], [0.834, -1.399, 0.588], [0.204, 0.992, 0.499], [-3.285, 0.020, -1.111], [1.705, 0.639, -0.885]], "forces_ev_per_a": [[-0.4, 0.1, 1.0], [2.7, 1.6, 1.6], [-2.3, -0.3, 0.2], [0.1, 1.1, 0.5], [2.3, -5.0, -0.1], [-1.0, 3.1, -0.4], [0.4, -0.2, -1.0], [1.0, -0.3, -0.1], [-0.9, -0.6, -0.8], [-1.1, -1.4, -0.3], [-0.5, 0.2, -0.6], [0.0, 1.0, 0.0], [-0.2, 0.2, -0.1], [-0.2, 0.4, 0.1]]}